C6H10FN3O2 | wB97M-V/def2-TZVPD

Output
Energy above the lowest of the compared OMol25 structures with the same formula, charge and spin, kcal per mole: 130.8
Highest occupied orbital energy, eV: -8.77
E_tot, Ha: -649.05712
F_max, eV/Å: 4.195

Geometry as ORCA input:
```
! RIJCOSX wB97M-V def2-TZVPD def2/J DEFGRID3
* xyz 0 1
C -2.590 1.722 0.322
C 1.977 0.512 -0.447
C 1.361 1.654 0.374
C -1.859 -1.233 -0.947
C 2.784 -1.700 -0.330
C 1.029 1.385 1.808
N -2.310 0.576 0.291
N 1.136 2.783 -0.212
N -2.326 -0.625 0.256
O 2.181 0.593 -1.667
O 2.184 -0.543 0.234
F 1.857 0.714 2.546
H -2.024 2.508 0.727
H -2.512 -0.906 -1.862
H -0.991 -0.738 -1.186
H -1.808 -2.343 -0.775
H 2.175 -2.607 -0.060
H 3.835 -1.776 -0.166
H 2.551 -1.782 -1.342
H 0.012 0.899 1.916
H 0.871 2.317 2.208
H 1.410 2.550 -1.175
*
```

C5H14NS | wB97M-V/def2-TZVPD

Output
Energy above the lowest of the compared OMol25 structures with the same formula, charge and spin, kcal per mole: 21.1
Highest occupied orbital energy, eV: -13.28
E_tot, Ha: -651.57884
F_max, eV/Å: 1.476

Geometry as ORCA input:
```
! RIJCOSX wB97M-V def2-TZVPD def2/J DEFGRID3
* xyz 1 1
C 0.522 1.597 2.022
C -0.218 0.403 2.586
S -1.917 0.279 1.817
H 0.058 2.559 2.256
H 0.597 1.569 0.935
H 1.508 1.654 2.486
H 0.324 -0.512 2.366
H -0.388 0.515 3.651
H -1.987 -1.057 1.694
C 1.709 -1.627 -1.854
C 0.581 -0.850 -1.269
C -0.369 -0.336 -2.028
N -1.452 0.520 -1.459
H 1.654 -1.713 -2.936
H 2.682 -1.251 -1.546
H 1.687 -2.652 -1.469
H 0.475 -0.777 -0.191
H -0.413 -0.396 -3.105
H -1.355 0.455 -0.415
H -1.344 1.477 -1.792
H -2.355 0.145 -1.748
*
```

C17H68O17 | wB97M-V/def2-TZVPD

Output
Energy above the lowest of the compared OMol25 structures with the same formula, charge and spin, kcal per mole: 75.8
Highest occupied orbital energy, eV: -9.52
E_tot, Ha: -1967.18579
F_max, eV/Å: 3.507

Geometry as ORCA input:
```
! RIJCOSX wB97M-V def2-TZVPD def2/J DEFGRID3
* xyz 0 1
C -5.701 -24.684 10.393
O -5.749 -23.292 10.443
H -5.662 -25.247 11.326
H -6.571 -25.124 9.904
H -4.900 -24.979 9.716
H -6.613 -23.106 10.817
C 3.683 -24.437 11.446
O 3.256 -23.176 11.166
H 4.772 -24.453 11.472
H 3.321 -24.808 12.405
H 3.329 -25.141 10.693
H 3.973 -22.860 10.610
C -1.546 -21.746 15.051
O -1.112 -21.363 16.281
H -1.257 -22.755 14.758
H -2.635 -21.791 15.072
H -1.228 -20.930 14.402
H -1.561 -20.543 16.497
C 1.072 -24.828 7.696
O 1.698 -25.964 6.982
H 0.982 -23.947 7.060
H 0.087 -25.103 8.073
H 1.756 -24.559 8.501
H 1.173 -26.058 6.183
C -2.635 -27.325 9.032
O -3.007 -27.031 10.348
H -1.741 -27.933 8.894
H -3.475 -27.843 8.571
H -2.438 -26.342 8.603
H -2.272 -26.548 10.732
C 4.765 -27.516 6.739
O 4.068 -27.101 7.864
H 4.285 -26.978 5.922
H 5.715 -26.985 6.797
H 4.766 -28.598 6.605
H 3.296 -26.618 7.559
C 2.563 -28.060 12.908
O 3.841 -27.522 13.135
H 2.067 -28.259 13.858
H 1.948 -27.354 12.349
H 2.606 -29.038 12.429
H 4.432 -27.682 12.396
C -1.773 -27.407 13.569
O -1.388 -26.821 14.756
H -2.380 -26.682 13.027
H -0.933 -27.613 12.905
H -2.224 -28.378 13.775
H -0.746 -27.350 15.235
C 0.431 -26.955 17.186
O 0.441 -28.131 16.440
H 1.438 -26.659 17.478
H 0.151 -26.092 16.582
H -0.207 -27.040 18.065
H 0.528 -28.856 17.064
C -3.000 -19.859 6.204
O -4.217 -19.964 6.898
H -2.165 -19.608 6.858
H -2.582 -20.719 5.680
H -3.103 -18.988 5.556
H -4.252 -20.799 7.371
C 1.489 -19.035 12.622
O 1.506 -17.725 12.086
H 1.208 -18.951 13.672
H 0.702 -19.583 12.103
H 2.414 -19.561 12.387
H 2.427 -17.498 11.942
C 4.458 -21.700 14.257
O 5.312 -21.724 15.390
H 4.520 -20.824 13.611
H 4.779 -22.581 13.701
H 3.412 -21.914 14.477
H 4.908 -21.340 16.172
C -2.404 -21.083 10.274
O -3.062 -22.212 10.620
H -2.669 -20.690 9.293
H -2.853 -20.360 10.955
H -1.322 -21.067 10.406
H -4.007 -22.084 10.735
C -3.817 -23.338 7.440
O -4.603 -22.352 8.036
H -4.092 -23.423 6.389
H -2.794 -22.962 7.412
H -3.907 -24.294 7.956
H -4.770 -22.686 8.920
C 2.249 -21.146 7.640
O 0.889 -20.765 7.309
H 2.813 -20.220 7.533
H 2.378 -21.683 8.580
H 2.625 -21.844 6.891
H 0.760 -20.040 7.925
C -0.131 -24.682 11.282
O -1.306 -24.698 10.388
H 0.204 -25.718 11.331
H 0.709 -24.089 10.921
H -0.364 -24.401 12.309
H -1.502 -23.767 10.257
C -1.713 -25.440 5.047
O -0.342 -25.587 5.098
H -2.164 -25.423 6.039
H -1.816 -24.455 4.591
H -2.119 -26.163 4.339
H 0.091 -25.313 4.287
*
```

Question: F_max of number 1 (C6H10FN3O2)?
Answer: 4.195 eV/Å